[1]
ORCA calculation (wB97M-V/def2-TZVPD) on a structure of composition C21H43AlN2P3S at a distorted geometry.

Results
Total charge   +3
Calculated total energy   -70727.489 eV
HOMO energy (spin up / spin down)   -15.760 / -15.761 eV
Max |F|   0.1112 hartree/bohr

Each line ends with the Löwdin charge.
Atoms and positions in Å:
Al (-0.17, 1.36, 0.91)  0.263
P (1.00, -0.64, 0.20)  0.816
P (1.39, 1.97, 2.53)  0.801
P (-1.41, 0.01, -4.35)  0.826
H (-0.20, 3.60, -1.78)  0.071
C (-0.61, 2.60, -1.72)  -0.059
C (-1.02, 2.15, -0.50)  -0.274
H (-1.28, 3.02, 0.10)  0.110
C (2.46, -0.32, -0.86)  -0.191
C (1.66, -1.67, 1.55)  -0.220
C (0.06, -1.84, -0.78)  -0.212
C (1.14, 3.64, 3.18)  -0.202
C (1.15, 0.88, 3.99)  -0.194
C (3.17, 1.86, 2.14)  -0.200
C (-2.65, 0.42, -5.63)  -0.231
C (-2.44, -0.42, -2.92)  -0.252
C (-0.69, -1.56, -4.91)  -0.250
H (-1.33, 2.46, -2.53)  0.058
H (-1.88, 1.49, -0.60)  0.085
H (3.15, -1.17, -0.76)  0.086
H (2.97, 0.60, -0.57)  0.036
H (2.14, -0.23, -1.90)  0.056
H (1.88, -2.65, 1.13)  0.076
H (0.94, -1.78, 2.36)  0.045
H (2.58, -1.24, 1.96)  0.050
H (0.54, -2.82, -0.69)  0.080
H (0.07, -1.55, -1.84)  0.041
H (-0.97, -1.92, -0.44)  0.035
H (1.23, 3.61, 4.27)  0.074
H (0.15, 4.01, 2.91)  0.043
H (1.90, 4.31, 2.75)  0.073
H (1.90, 0.07, 3.99)  0.061
H (0.14, 0.44, 4.00)  0.047
H (1.27, 1.51, 4.89)  0.073
H (3.71, 2.50, 2.85)  0.085
H (3.37, 2.20, 1.12)  0.024
H (3.53, 0.82, 2.25)  0.057
H (-2.52, -0.21, -6.51)  0.056
H (-2.52, 1.47, -5.92)  0.046
H (-3.66, 0.29, -5.23)  0.049
H (-3.50, -0.33, -3.17)  0.055
H (-2.23, 0.27, -2.10)  -0.008
H (-2.25, -1.44, -2.57)  0.033
H (-0.96, -1.75, -5.94)  0.054
H (-1.02, -2.40, -4.29)  0.047
H (0.39, -1.48, -4.84)  0.038
C (2.26, 2.57, -2.90)  -0.546
C (3.47, 2.16, -3.47)  -0.098
C (4.71, 2.52, -2.91)  -0.027
C (4.75, 3.27, -1.73)  -0.051
C (3.57, 3.63, -1.10)  -0.098
C (2.34, 3.29, -1.67)  -0.121
S (0.77, 2.38, -3.89)  0.960
H (0.05, 1.29, -4.14)  -0.274
H (3.43, 1.58, -4.40)  0.122
H (5.62, 2.22, -3.40)  0.120
H (5.70, 3.58, -1.31)  0.124
H (3.58, 4.20, -0.19)  0.108
H (1.43, 3.58, -1.13)  0.072
C (-2.35, -1.16, 2.10)  0.029
C (-2.60, 0.25, 2.37)  -0.330
N (-1.85, 1.33, 2.05)  0.014
C (-2.53, 2.47, 2.49)  -0.066
C (-3.67, 2.07, 3.09)  -0.004
N (-3.69, 0.70, 3.01)  0.154
H (-1.31, -1.43, 2.33)  0.076
H (-2.58, -1.41, 1.05)  0.098
H (-3.02, -1.76, 2.74)  0.117
H (-2.14, 3.46, 2.33)  0.115
H (-4.46, 2.65, 3.55)  0.147
H (-4.41, 0.07, 3.38)  0.198



[2]
ORCA calculation (wB97M-V/def2-TZVPD) on a structure of composition C21H43BiN2P3S at a distorted geometry.

Results
Total charge   +3
Calculated total energy   -69970.451 eV
HOMO energy   -15.030 eV
Max |F|   0.0419 hartree/bohr
Relative energy (zero: lowest compared OMol25 entry of this formula, charge and spin)   4.0 kcal per mole

Each line ends with the Löwdin charge.
Atoms and positions in Å:
Bi (0.23, 0.71, 0.47)  1.292
P (1.81, 0.40, 2.60)  0.649
P (2.39, 2.35, -0.74)  0.689
P (-1.79, -0.82, 1.57)  0.634
H (1.10, -0.22, -4.00)  0.051
C (0.03, -0.44, -4.13)  -0.094
C (-0.93, 0.48, -4.30)  -0.065
H (-0.80, 1.54, -4.49)  0.052
C (2.96, -0.98, 2.27)  -0.216
C (2.98, 1.73, 3.05)  -0.230
C (1.11, -0.04, 4.23)  -0.223
C (1.89, 2.71, -2.47)  -0.245
C (2.63, 3.98, 0.09)  -0.252
C (4.03, 1.52, -0.83)  -0.247
C (-3.04, -0.97, 0.24)  -0.269
C (-2.84, -0.33, 2.99)  -0.241
C (-1.17, -2.48, 2.03)  -0.249
H (-0.32, -1.47, -4.02)  0.011
H (-1.94, 0.16, -4.09)  0.052
H (3.58, -1.12, 3.16)  0.084
H (3.64, -0.76, 1.43)  0.055
H (2.43, -1.92, 2.07)  0.065
H (3.51, 1.39, 3.96)  0.082
H (2.47, 2.67, 3.30)  0.052
H (3.74, 1.92, 2.28)  0.046
H (1.96, -0.18, 4.91)  0.081
H (0.53, -0.97, 4.21)  0.045
H (0.48, 0.77, 4.64)  0.060
H (2.71, 2.95, -3.17)  0.079
H (1.24, 3.59, -2.43)  0.054
H (1.32, 1.86, -2.89)  0.010
H (3.47, 4.57, -0.30)  0.074
H (2.78, 3.83, 1.17)  0.020
H (1.73, 4.58, -0.07)  0.045
H (4.80, 2.16, -1.29)  0.075
H (3.92, 0.60, -1.44)  0.059
H (4.38, 1.23, 0.18)  0.023
H (-3.62, -1.90, 0.32)  0.081
H (-2.57, -0.92, -0.75)  -0.003
H (-3.71, -0.10, 0.32)  0.057
H (-3.61, -1.10, 3.17)  0.078
H (-3.35, 0.62, 2.75)  0.053
H (-2.24, -0.19, 3.90)  0.044
H (-2.00, -3.19, 2.17)  0.080
H (-0.58, -2.40, 2.96)  0.035
H (-0.50, -2.85, 1.23)  0.006
C (-1.19, -4.47, -2.61)  -0.624
C (-0.71, -5.75, -2.22)  -0.098
C (-0.93, -6.85, -3.06)  -0.062
C (-1.62, -6.72, -4.29)  -0.046
C (-2.10, -5.45, -4.65)  -0.062
C (-1.87, -4.33, -3.84)  -0.111
S (-0.88, -3.03, -1.65)  0.745
H (0.18, -2.39, -2.29)  -0.115
H (-0.16, -5.83, -1.27)  0.102
H (-0.59, -7.86, -2.79)  0.119
H (-1.76, -7.58, -4.94)  0.123
H (-2.65, -5.31, -5.59)  0.116
H (-2.18, -3.33, -4.15)  0.095
C (-0.66, 3.61, 3.08)  0.023
C (-1.21, 3.62, 1.72)  -0.390
N (-1.08, 2.72, 0.73)  -0.107
C (-1.92, 3.16, -0.32)  -0.109
C (-2.48, 4.34, 0.05)  -0.012
N (-2.03, 4.61, 1.34)  0.155
H (-0.15, 4.55, 3.25)  0.111
H (-1.47, 3.50, 3.80)  0.113
H (0.04, 2.80, 3.23)  0.037
H (-2.08, 2.60, -1.24)  0.120
H (-3.14, 5.01, -0.47)  0.141
H (-2.23, 5.41, 1.93)  0.194



[3]
ORCA calculation (wB97M-V/def2-TZVPD) on a structure of composition C21H43Cl2F3LiMgN4O20S at a distorted geometry.

Results
Total charge   +1
Calculated total energy   -119038.908 eV
HOMO energy   -9.017 eV
Max |F|   0.0299 hartree/bohr
Relative energy (zero: lowest compared OMol25 entry of this formula, charge and spin)   0.0 kcal per mole

Each line ends with the Löwdin charge.
Atoms and positions in Å:
C (-0.08, -0.71, 6.25)  0.034
C (-0.93, 0.15, 5.40)  -0.494
O (-1.55, -0.26, 4.42)  0.061
O (-0.98, 1.45, 5.76)  0.053
C (-1.25, 2.37, 4.69)  -0.099
C (-0.07, 2.42, 3.72)  -0.301
C (1.32, 2.88, 4.21)  -0.054
C (2.13, 1.56, 4.18)  -0.022
C (1.55, 0.93, 2.96)  -0.451
O (2.09, 0.34, 2.04)  0.027
N (0.18, 1.20, 2.93)  0.031
H (0.41, -0.14, 7.04)  0.094
H (0.67, -1.19, 5.63)  0.098
H (-0.70, -1.48, 6.71)  0.074
H (-2.19, 2.14, 4.21)  0.122
H (-1.38, 3.36, 5.12)  0.146
H (-0.30, 3.20, 2.98)  0.079
H (1.30, 3.32, 5.20)  0.144
H (1.76, 3.58, 3.52)  0.114
H (3.20, 1.69, 4.18)  0.140
H (1.78, 1.00, 5.05)  0.132
H (-0.47, 0.42, 3.02)  0.107
N (-1.77, -1.67, 8.99)  -0.621
O (-0.87, -0.85, 9.22)  0.007
O (-1.50, -2.66, 8.28)  -0.015
O (-2.90, -1.50, 9.42)  0.050
C (0.04, -2.98, 1.32)  0.027
N (-0.53, -2.48, 0.02)  -0.332
C (0.53, -1.66, -0.64)  -0.033
C (-1.75, -1.67, 0.30)  0.021
C (-0.86, -3.59, -0.96)  -0.091
C (-1.94, -4.56, -0.55)  -0.213
O (-1.50, -5.25, 0.62)  -0.046
H (0.49, -2.13, 1.83)  0.099
H (-0.75, -3.39, 1.93)  0.115
H (0.80, -3.73, 1.10)  0.103
H (0.85, -0.82, -0.01)  -0.034
H (0.15, -1.29, -1.59)  0.088
H (1.38, -2.31, -0.80)  0.131
H (-2.47, -2.29, 0.83)  0.118
H (-2.16, -1.31, -0.64)  0.117
H (-1.48, -0.83, 0.94)  0.061
H (0.07, -4.12, -1.15)  0.151
H (-1.17, -3.06, -1.86)  0.109
H (-2.06, -5.25, -1.38)  0.142
H (-2.89, -4.06, -0.38)  0.127
H (-2.20, -5.83, 0.92)  0.114
C (3.90, -5.25, 1.59)  -0.088
C (3.51, -5.22, 3.05)  -0.307
O (3.16, -3.91, 3.49)  -0.081
H (4.74, -4.57, 1.41)  0.079
H (4.19, -6.25, 1.27)  0.080
H (3.07, -4.92, 0.96)  0.049
H (4.34, -5.54, 3.68)  0.118
H (2.67, -5.91, 3.23)  0.112
H (2.41, -3.61, 2.96)  0.041
Mg (0.46, 1.07, 0.44)  0.950
C (-0.67, 0.09, -5.06)  0.065
N (-1.39, -0.63, -3.98)  -0.430
O (-1.01, -1.76, -3.68)  0.021
O (-2.32, -0.07, -3.45)  0.086
H (0.12, -0.55, -5.43)  0.105
H (-1.40, 0.31, -5.83)  0.082
H (-0.28, 1.01, -4.63)  0.111
O (-4.23, 4.67, 4.55)  -0.290
Cl (-3.36, 5.20, 3.55)  0.674
O (-2.26, 5.91, 4.12)  -0.333
O (-4.05, 5.96, 2.57)  -0.288
O (-2.75, 4.01, 2.86)  -0.537
C (0.89, -1.20, -11.24)  -0.084
C (-0.35, -1.64, -10.53)  -0.272
O (-0.75, -0.72, -9.51)  0.026
C (-1.38, 0.40, -9.89)  -0.392
O (-1.65, 0.75, -10.99)  0.198
C (-1.76, 1.20, -8.63)  -0.542
F (-0.73, 1.27, -7.76)  0.136
F (-2.77, 0.60, -7.98)  0.163
F (-2.12, 2.43, -8.94)  0.202
H (1.68, -1.04, -10.50)  0.091
H (1.21, -1.95, -11.96)  0.081
H (0.74, -0.26, -11.77)  0.086
H (-0.22, -2.59, -10.03)  0.134
H (-1.31, -1.82, -11.25)  -0.060
Cl (-1.67, -2.09, -12.98)  0.152
Li (-1.60, 2.95, 2.08)  0.615
C (2.99, 6.19, 1.07)  -0.118
C (1.68, 6.60, 1.70)  -0.119
O (0.70, 6.28, 0.69)  -0.156
S (1.16, 5.02, -0.13)  0.568
O (0.50, 3.84, 0.39)  -0.366
O (1.06, 5.28, -1.51)  -0.172
O (2.66, 4.97, 0.35)  -0.184
H (3.35, 6.92, 0.35)  0.143
H (3.77, 5.98, 1.79)  0.141
H (1.62, 7.65, 1.94)  0.149
H (1.45, 6.01, 2.59)  0.128



The lowest max |F| belongs to which entry? C21H43Cl2F3LiMgN4O20S